Entry P
This record from the OMol25 dataset describes a 9-piece molecular cluster, FH16O8 overall. The level of theory is ωB97M-V/def2-TZVPD.

## Properties
HOMO level in hartree: -0.271
Charge: -1
Orbital gap in eV: 10.7532

Geometry as XYZ:
```
25
Properties=species:S:1:pos:R:3:nbo_charge:R:1
F -17.578 -17.578 -3.834 -0.840
O -18.727 -15.539 -2.354 -0.973
H -18.390 -16.286 -2.848 0.496
H -19.579 -15.331 -2.727 0.462
O -20.057 -18.618 -3.685 -0.958
H -20.247 -18.278 -2.807 0.453
H -19.147 -18.385 -3.818 0.487
O -16.131 -18.394 -5.931 -0.980
H -16.535 -17.851 -5.226 0.498
H -15.232 -18.612 -5.649 0.484
O -15.417 -16.464 -3.076 -0.963
H -15.898 -15.629 -2.886 0.458
H -16.119 -16.967 -3.446 0.477
O -18.909 -16.650 -5.763 -0.967
H -18.150 -16.327 -6.184 0.445
H -18.433 -17.123 -5.053 0.481
O -15.641 -19.219 -2.921 -0.948
H -16.495 -18.908 -3.297 0.471
H -15.891 -20.015 -2.508 0.457
O -17.792 -20.561 -5.562 -0.977
H -17.260 -19.764 -5.609 0.495
H -17.981 -20.745 -4.620 0.456
O -17.888 -18.635 -1.267 -0.956
H -18.666 -19.199 -1.406 0.456
H -17.572 -18.368 -2.122 0.484
```

***

Entry Q
This record from the OMol25 dataset describes a 9-piece molecular cluster, FH16O8 overall. The level of theory is ωB97M-V/def2-TZVPD.

## Properties
HOMO level in hartree: -0.263
Charge: -1
Orbital gap in eV: 10.6934

Geometry as XYZ:
```
25
Properties=species:S:1:pos:R:3:nbo_charge:R:1
F -0.069 -0.225 0.180 -0.820
O 1.009 -2.145 1.377 -0.961
H 0.669 -2.205 2.278 0.452
H 0.453 -1.494 0.975 0.475
O -2.067 -1.711 1.015 -0.979
H -1.697 -2.385 1.585 0.460
H -1.285 -1.209 0.722 0.488
O 0.741 0.367 2.919 -0.947
H 0.704 0.521 1.971 0.490
H 0.419 1.175 3.262 0.451
O -1.720 -0.437 -1.884 -0.967
H -2.499 -0.470 -1.397 0.471
H -1.040 -0.665 -1.261 0.488
O 1.557 -1.166 -1.639 -0.968
H 0.954 -0.774 -1.020 0.479
H 1.670 -0.554 -2.370 0.463
O -1.341 2.044 0.228 -0.968
H -0.667 2.580 0.618 0.461
H -1.020 1.173 0.229 0.487
O 1.992 1.233 0.336 -1.000
H 2.488 1.216 -0.529 0.470
H 1.195 0.670 0.160 0.486
O 0.144 1.649 -2.475 -0.968
H -0.264 1.806 -3.298 0.462
H -0.322 0.999 -1.980 0.496
```

***

Energies, relative to the best one, in kcal/mol: entry P 0.0; entry Q 3.2.

***

Entry P
This record from the OMol25 dataset describes one molecule with the formula C3H5NS3. The level of theory is ωB97M-V/def2-TZVPD.

## Properties
HOMO level in hartree: -0.323
Charge: 0
Orbital gap in eV: 7.8744

Geometry as XYZ:
```
12
Properties=species:S:1:pos:R:3:nbo_charge:R:1
C -0.572 2.144 0.216 -0.777
C -0.754 -0.413 -0.162 -0.369
C -0.294 -1.715 0.287 -0.015
H -0.084 3.030 0.855 0.247
H -1.569 2.432 -0.368 0.251
H 0.203 2.030 -0.627 0.247
H -1.126 -2.475 0.517 0.223
H 3.219 -2.100 -0.300 0.126
N 0.972 -2.086 0.290 -0.567
S -0.884 0.576 1.210 0.373
S -1.331 -0.276 -1.735 0.028
S 2.220 -1.148 -0.181 0.235
```

***

Entry Q
This record from the OMol25 dataset describes one molecule with the formula C3H5NS3. The level of theory is ωB97M-V/def2-TZVPD.

## Properties
SMILES: SN=C1SCCS1
HOMO level in hartree: -0.306
Charge: 0
Orbital gap in eV: 8.8448

Geometry as XYZ:
```
12
Properties=species:S:1:pos:R:3:nbo_charge:R:1
S 3.500 0.033 0.007 0.167
N 2.103 -0.975 0.031 -0.596
C 0.943 -0.507 -0.139 -0.084
S 0.508 1.223 -0.231 0.217
C -1.238 1.049 0.326 -0.545
C -1.834 -0.268 -0.198 -0.508
S -0.437 -1.527 -0.034 0.280
H 4.342 -0.959 -0.248 0.120
H -1.156 0.944 1.431 0.233
H -1.856 1.905 -0.109 0.251
H -2.230 -0.322 -1.295 0.232
H -2.643 -0.597 0.459 0.234
```

***

Energies, relative to the best one, in kcal/mol: entry P 40.9; entry Q 0.0.

***

Entry P
This record from the OMol25 dataset describes one molecule with the formula C4H8N2S. The level of theory is ωB97M-V/def2-TZVPD.

## Properties
SMILES: C=NN1C[C@@H]1CS
HOMO level in hartree: -0.332
Charge: 0
Orbital gap in eV: 10.0450

Geometry as XYZ:
```
15
Properties=species:S:1:pos:R:3:nbo_charge:R:1
C 1.671 1.634 -1.348 -0.075
N 1.555 0.900 -0.329 -0.273
N 0.432 0.019 -0.424 -0.314
C 0.711 -1.229 0.284 -0.265
C -0.145 -0.212 0.909 -0.102
C -1.652 -0.263 0.994 -0.524
S -2.479 -1.177 -0.325 -0.048
H 2.491 2.363 -1.383 0.185
H 0.962 1.566 -2.160 0.170
H 1.723 -1.355 0.655 0.216
H 0.261 -2.096 -0.176 0.220
H 0.307 0.366 1.684 0.218
H -1.935 -0.734 1.928 0.230
H -2.038 0.752 1.034 0.218
H -1.865 -0.533 -1.342 0.144
```

***

Entry Q
This record from the OMol25 dataset describes one molecule with the formula C4H8N2S. The level of theory is ωB97M-V/def2-TZVPD.

## Properties
SMILES: C/N=C1\NCCS1
HOMO level in hartree: -0.316
Charge: 0
Orbital gap in eV: 9.2406

Geometry as XYZ:
```
15
Properties=species:S:1:pos:R:3:nbo_charge:R:1
C -2.667 0.327 0.056 -0.457
N -1.731 -0.831 0.168 -0.477
C -0.538 -0.220 -0.007 0.242
N -0.235 1.095 -0.043 -0.652
C 1.298 1.400 -0.156 -0.234
C 2.039 0.104 0.427 -0.547
S 0.880 -1.222 -0.183 0.277
H -2.756 1.098 1.013 0.190
H -2.242 0.959 -0.798 0.150
H -3.691 -0.176 -0.187 0.218
H -0.766 1.794 -0.515 0.409
H 1.461 2.572 0.322 0.220
H 1.823 1.525 -1.264 0.197
H 2.011 0.188 1.573 0.225
H 3.051 0.087 -0.001 0.240
```

***

Entry R
This record from the OMol25 dataset describes one molecule with the formula C4H8N2S. The level of theory is ωB97M-V/def2-TZVPD.

## Properties
SMILES: CN1C[C@@H](S)C=N1
HOMO level in hartree: -0.334
Charge: 0
Orbital gap in eV: 9.7139

Geometry as XYZ:
```
15
Properties=species:S:1:pos:R:3:nbo_charge:R:1
C -2.115 -0.662 -0.538 -0.412
N -0.642 -0.510 -0.485 -0.288
C 0.090 -0.590 0.752 -0.236
C 1.397 0.277 0.587 -0.389
S 2.610 -0.592 -0.586 -0.099
C 0.554 1.354 -0.073 -0.004
N -0.473 0.925 -0.678 -0.244
H -2.416 -0.189 0.499 0.173
H -2.504 -0.017 -1.386 0.234
H -2.485 -1.663 -0.667 0.206
H -0.485 0.074 1.627 0.179
H 0.303 -1.663 1.059 0.222
H 1.965 0.263 1.599 0.261
H 3.435 0.503 -1.292 0.164
H 0.766 2.489 -0.417 0.233
```

***

Energies, relative to the best one, in kcal/mol: entry P 0.0; entry Q 5.4; entry R 26.1.

***

Entry P
This record from the OMol25 dataset describes an isolated ion of composition C5H8O3P and charge -1. The level of theory is ωB97M-V/def2-TZVPD.

## Properties
SMILES: C=C(C)/C=C\[P@@](=O)([O-])O
HOMO level in hartree: -0.185
Charge: -1
Orbital gap in eV: 8.9347

Geometry as XYZ:
```
17
Properties=species:S:1:pos:R:3:nbo_charge:R:1
C 1.915 -0.482 -1.033 -0.432
C 1.170 0.034 -0.066 0.042
C 1.052 1.506 0.178 -0.642
C 0.514 -0.811 0.949 -0.239
C -0.800 -0.852 1.075 -0.561
P -1.835 0.125 -0.097 2.311
O -2.397 1.314 0.601 -1.164
O -1.109 0.251 -1.395 -1.176
O -3.067 -0.983 -0.330 -1.017
H 1.994 -1.549 -1.181 0.178
H 2.398 0.139 -1.770 0.179
H 1.492 2.076 -0.638 0.199
H 1.550 1.770 1.115 0.192
H -0.002 1.761 0.267 0.259
H 1.175 -1.393 1.592 0.187
H -1.289 -1.448 1.833 0.206
H -2.762 -1.456 -1.100 0.478
```

***

Entry Q
This record from the OMol25 dataset describes an isolated ion of composition C5H8O3P and charge -1. The level of theory is ωB97M-V/def2-TZVPD.

## Properties
SMILES: CCC1=[P@@]2(OC)O[C@]12[O-]
HOMO level in hartree: -0.108
Charge: -1
Orbital gap in eV: 6.7477

Geometry as XYZ:
```
17
Properties=species:S:1:pos:R:3:nbo_charge:R:1
C 2.143 0.113 -0.911 -0.617
C 1.352 -1.241 -0.674 -0.408
C -0.099 -0.939 -0.254 -0.795
P -1.407 0.054 -0.860 1.296
O -1.490 1.573 -0.200 -0.851
C -1.516 1.993 1.190 -0.240
O -2.249 -0.949 0.145 -0.870
C -1.037 -1.767 0.452 0.708
O -1.133 -2.823 1.100 -0.706
H 2.962 -0.164 -1.582 0.190
H 2.229 0.566 0.049 0.210
H 1.634 0.770 -1.526 0.200
H 1.750 -2.018 0.051 0.204
H 1.248 -1.821 -1.562 0.178
H -1.104 1.278 1.786 0.189
H -0.839 2.916 1.360 0.142
H -2.445 2.459 1.436 0.170
```

***

Energies, relative to the best one, in kcal/mol: entry P 0.0; entry Q 68.1.